1.
Entry from OMol25: a structure of composition C21H17ClN3O2V at a distorted geometry (ωB97M-V/def2-TZVPD).

Geometry as ORCA input:
```
! wB97M-V def2-TZVPD RIJCOSX def2/J DEFGRID3
* xyz 1 2
C -1.4216 1.8403 5.1099
H -2.0881 2.0345 5.9385
C 0.1018 -2.8612 0.0486
C 1.8401 -4.7023 3.3125
H -0.9141 -0.4122 2.6306
H 0.8180 -5.9637 1.1789
C -0.8922 4.4393 -1.0977
H 2.7803 -4.4111 5.1992
C 1.2317 -4.0983 2.1862
C -0.5939 3.2952 -0.3855
O -0.5863 -0.9536 -1.1735
H 1.4875 -0.8714 3.2444
C -0.3680 2.7044 4.8504
H 2.5407 -1.9425 5.1052
C -1.3866 3.0524 -2.9674
H -0.3001 3.3435 0.6560
C 1.6001 -1.9397 3.2056
H -0.8182 5.4058 -0.6209
H -1.5555 5.1898 -3.0093
V -0.0313 0.3154 0.1393
C -1.3022 4.3220 -2.4167
C -0.5553 -2.2534 -1.1672
N 1.1295 1.1076 1.8380
C -1.0504 1.9453 -2.2030
C 0.2876 1.3438 2.9917
N 0.5508 -2.0682 1.0082
C -0.7680 0.4768 3.2394
Cl -1.8966 2.8253 -4.5921
N -0.6568 2.0727 -0.9296
H -2.4367 0.0499 4.5074
H -0.2398 -4.7954 -0.7896
C 2.3149 -3.9466 4.3413
H 1.8083 1.8582 1.7456
O -1.0086 -2.9444 -2.0437
C -1.6185 0.7282 4.3072
C 0.7389 -4.8855 1.1252
H 1.6640 0.2372 1.9053
C 1.1128 -2.6878 2.1073
H 1.9178 -5.7819 3.3310
C 2.1827 -2.5468 4.2824
C 0.4934 2.4586 3.7910
H -1.0961 0.9392 -2.6013
H -0.2108 3.5720 5.4763
C 0.1663 -4.2674 0.0593
H 1.3224 3.1284 3.5933
*
```

Values from the calculation:
LUMO energy (alpha / beta) = -3.1 / -3.1 eV
Relative energy (zero: lowest compared OMol25 entry of this formula, charge and spin) = 0.000 eV
Kohn-Sham gap (alpha / beta) = 8.2 / 7.6 eV
HOMO level (alpha / beta) = -11.3 / -10.8 eV

***

2.
Entry from OMol25: a cluster of 2 separate species, C21H17F2N2 in total at a distorted geometry (ωB97M-V/def2-TZVPD).

Geometry as ORCA input:
```
! wB97M-V def2-TZVPD RIJCOSX def2/J DEFGRID3
* xyz 1 1
C 0.4938 -0.2601 1.5522
C -1.8578 1.7149 -1.7059
N -0.4459 -2.1158 2.4366
F 4.8867 1.6360 -2.3217
C -3.1344 2.1296 -2.1248
C 2.5855 2.1193 -2.2794
H 2.0119 1.0119 4.8713
C -0.8953 -3.1505 3.3723
H -4.6671 -0.9223 -2.4377
H -0.4920 -4.1343 3.0739
H -0.2555 -1.3156 -1.2252
C -4.1277 1.1697 -2.2659
C -0.7015 -2.0453 1.1063
C 1.2637 0.8980 1.5423
C 3.6078 1.1969 -2.1864
C 0.3133 -0.9750 2.7648
H 2.4176 2.2634 2.7307
H -1.9984 -3.2010 3.3663
H 0.4627 2.3405 -2.4004
H 0.6477 -1.1304 4.8933
H -0.5313 -2.8796 4.3763
H 1.8748 -1.6842 -1.7554
C 1.8150 1.3402 2.7641
C 1.5914 0.6327 3.9503
H -1.2546 -2.8041 0.5540
C -1.5547 0.3222 -1.6360
H 1.3996 1.3788 0.5805
C 3.3993 -0.1786 -2.0626
H -1.0917 2.4578 -1.4942
F -5.3945 1.5825 -2.5508
C 1.0176 0.3068 -1.7556
C 1.2746 1.6724 -2.1191
C -3.8857 -0.1963 -2.2062
N -0.1670 -0.9424 0.5617
C -0.2523 -0.2248 -1.3179
C -2.6056 -0.6113 -1.8797
H -3.3396 3.1737 -2.3304
H -2.3355 -1.6791 -1.9179
H 4.2068 -0.8883 -2.1767
H 2.7785 3.1659 -2.5186
C 2.1071 -0.6120 -1.8052
C 0.8329 -0.5624 3.9768
*
```

Values from the calculation:
LUMO energy = -4.3 eV
Relative energy (zero: lowest compared OMol25 entry of this formula, charge and spin) = 1.882 eV
Kohn-Sham gap = 7.6 eV
HOMO level = -11.9 eV

***

3.
Entry from OMol25: a structure of composition C21H17FIrN3O8 at a distorted geometry (ωB97M-V/def2-TZVPD).

Geometry as ORCA input:
```
! wB97M-V def2-TZVPD RIJCOSX def2/J DEFGRID3
* xyz 1 2
C 2.5053 -0.7266 -3.2773
O -1.1061 1.9440 1.2652
C -2.7845 1.6337 2.8729
O -3.4399 -4.5634 5.7606
C -2.5070 2.9260 3.5399
Ir -1.6662 0.1252 1.7562
O -1.3969 -4.7418 4.9009
N -4.0061 -1.3951 3.1209
H 4.3028 1.8749 -4.6082
O 0.1224 -3.1844 3.0980
C 3.4593 -0.0705 -4.2384
H 3.1088 3.7539 -2.4286
H -1.9561 2.7877 4.4668
C -0.6720 2.4953 0.1255
C -0.1212 0.2104 -0.7658
H 4.3849 -0.6437 -4.2745
H 4.2940 1.4182 -2.9062
O -1.0392 -0.3928 -0.0922
C -2.0571 -2.2663 3.2669
C 0.7553 -0.5869 -1.5848
O -3.7321 1.2831 2.2261
C 3.7223 1.3697 -3.8373
C 2.4991 -2.0915 -3.1163
H 0.9067 3.2278 -1.8249
C 1.6327 -2.7001 -2.2083
H 3.0314 -0.0935 -5.2449
F 1.6825 -4.0281 -2.0870
H 3.2902 3.9767 -4.1674
H 3.1803 -2.7111 -3.6861
C -4.1167 -2.4188 3.9842
C -2.8740 -3.0121 4.1108
C 1.6223 0.0434 -2.4924
H -0.8216 -4.3019 4.2425
O -0.8119 3.6756 -0.0716
H -3.4542 3.4372 3.7041
N -2.7462 -1.2983 2.6741
H -1.8839 3.4827 2.8386
H -5.0495 -2.6781 4.4578
C -0.6290 -2.2674 2.8781
C 2.6267 3.5920 -3.3947
O -0.2903 -1.1662 2.2299
C 0.8771 2.1520 -1.7477
C 0.7624 -1.9825 -1.4452
C 0.0434 1.5912 -0.7952
H -4.7201 -0.7722 2.7764
C -2.5957 -4.1797 5.0034
N 1.6142 1.4437 -2.5851
H 0.1093 -2.4624 -0.7318
H 1.8255 1.9992 -4.5830
H 1.7093 4.1773 -3.4397
C 2.4093 2.1147 -3.6652
*
```

Values from the calculation:
LUMO energy (alpha / beta) = -4.1 / -5.6 eV
Relative energy (zero: lowest compared OMol25 entry of this formula, charge and spin) = 1.539 eV
Kohn-Sham gap (alpha / beta) = 7.9 / 6.3 eV
HOMO level (alpha / beta) = -11.9 / -11.9 eV

***

4.
Entry from OMol25: a structure of composition C21H18AuN2O2Te at a distorted geometry (ωB97M-V/def2-TZVPD).

Geometry as ORCA input:
```
! wB97M-V def2-TZVPD RIJCOSX def2/J DEFGRID3
* xyz 1 1
H 3.2753 1.6332 0.9068
N 0.2709 -1.6770 0.2794
C -2.0463 1.9267 -0.5881
C 0.0881 4.0274 -2.9024
H 2.4333 -0.8582 4.2618
C -1.7110 -4.7329 0.6448
C 2.8937 0.4399 2.6859
H 1.7606 0.1836 -0.4717
H -0.2387 1.0727 -3.5284
C 3.7722 1.3974 3.5384
C 1.3232 -1.3357 2.5521
H -2.8986 2.4722 -0.1729
C 0.1988 4.9284 -0.6612
C -1.0278 2.8272 -1.0330
N -1.5880 -3.2930 -1.3039
C -2.4117 -5.4983 -1.5042
Te -2.8884 0.9034 -2.4390
C -2.0148 -4.3330 -2.0879
H -1.7287 1.1015 0.0952
O 4.6921 1.9614 3.0137
Au -1.9802 -1.4672 -1.9907
C -0.6252 2.8991 -2.4321
C -1.3295 -3.5480 0.0194
H 0.4723 4.1333 -3.9358
H -1.3260 2.2414 -4.3401
H -0.6344 -2.7605 1.9030
C 2.1848 -0.5887 3.2517
H 2.7101 1.1941 5.1907
H -1.5255 -4.9190 1.7162
C -0.5655 -2.5999 0.7695
H 0.5156 5.6927 0.0253
H 0.9599 5.9130 -2.4474
H -0.4646 3.5597 0.8449
O 3.5515 1.5576 4.8622
C 1.8286 0.0844 0.5975
H -2.8223 -6.2638 -2.1228
C -2.2532 -5.7127 -0.1510
C 1.0911 -1.0227 1.1423
C 2.6923 0.8582 1.3562
C 0.4338 5.0852 -2.0291
H -1.9820 -4.1988 -3.1709
H 0.8578 -2.2379 2.9147
H -2.5197 -6.6480 0.2981
C -0.4350 3.7658 -0.2069
C -0.9889 1.8361 -3.3505
*
```

Values from the calculation:
LUMO energy = -4.3 eV
Kohn-Sham gap = 7.0 eV
HOMO level = -11.4 eV

***

5.
Entry from OMol25: a structure of composition C21H18BrCrI2N5O4S (ωB97M-V/def2-TZVPD).

Geometry as ORCA input:
```
! wB97M-V def2-TZVPD RIJCOSX def2/J DEFGRID3
* xyz 0 5
C -1.0551 -4.5363 -0.8509
H -0.7808 1.4100 4.8842
O 0.8595 -0.7698 -1.2694
I -1.5273 1.8557 -0.3895
H 3.5213 -1.5387 4.0636
N -0.4092 -0.5074 1.6255
C 1.2950 -1.4313 -2.3042
C -1.1434 1.7078 -6.7739
H 1.7056 -1.2772 -6.9433
S 1.1523 1.9888 1.9537
C 0.9116 -0.8719 -3.6468
O -0.1591 0.7834 -7.2372
O -1.1832 1.6335 -5.3521
C 1.5207 -1.3812 -4.7830
C -0.3170 0.6277 -4.9965
Br 6.3504 -0.7028 3.6200
O 1.9834 -2.4329 -2.2210
C 1.2239 -0.8863 -6.0562
H 1.5335 -1.4220 2.6272
H -2.9339 -2.1735 -2.3577
I 2.2560 2.2145 -1.5629
C 0.2990 0.1239 -6.1298
H -2.1184 1.4389 -7.1860
C 2.4853 -1.0838 2.2479
C 0.1113 1.1787 3.0735
H -0.6826 -5.5456 -0.9645
Cr 0.7134 0.4247 0.1902
C -0.9299 -1.6772 1.5623
N 2.5065 -0.5978 1.0013
C 4.8104 -0.7227 2.5416
N -1.9519 -1.9210 -0.5801
C -0.7294 -3.7931 0.2699
H 5.8101 -0.0268 0.7659
N -0.0322 1.7410 4.2988
H 3.7240 0.0034 -0.5474
C 3.6996 -0.2782 0.4973
C -2.2902 -2.6567 -1.6313
H 2.2475 -2.1743 -4.6662
H 0.2037 3.0699 -3.0923
C 4.8738 -0.3130 1.2227
H 0.5440 4.3038 -1.7317
N -0.5171 0.0543 2.8781
H -0.5497 0.5371 -2.8680
H -2.1398 -4.5139 -2.7075
H 0.2764 2.6881 4.4123
H -1.2889 -2.0857 2.5047
C -1.1818 -2.4828 0.3501
C 3.6021 -1.1603 3.0549
H -0.1126 -4.2114 1.0564
C -0.0394 0.1543 -3.7434
H -0.8703 2.7173 -7.0824
C -1.8594 -3.9633 -1.8197
C 0.5439 3.2832 -2.0875
*
```

Values from the calculation:
LUMO energy (alpha / beta) = -0.7 / -0.4 eV
Relative energy (zero: lowest compared OMol25 entry of this formula, charge and spin) = 1.617 eV
Kohn-Sham gap (alpha / beta) = 6.8 / 7.6 eV
HOMO level (alpha / beta) = -7.5 / -8.0 eV